(1)
11
Properties=species:S:1:pos:R:3:forces:R:3 method="wB97M-V/def2-TZVPD" smiles=CC(C)Cl homo_ev=-10.47 e_above_lowest_kj_mol=1.0 e_lumo_ev=1.05
C 0.8297 1.0794 0.4769 -0.9 -1.8 0.2
C -0.9710 -0.5342 -0.7824 0.0 -0.5 1.0
C 0.2424 -0.4127 0.1967 0.5 -0.9 -0.7
Cl -0.1383 -1.2153 1.8351 0.0 0.6 -0.8
H 0.1636 1.6753 1.1675 0.4 -0.8 -1.1
H 1.7765 0.9838 1.0062 0.0 -0.1 -0.1
H 1.0128 1.5828 -0.4773 -0.2 0.0 0.2
H -1.8386 0.0885 -0.5759 0.3 0.5 0.0
H -1.3980 -1.5387 -0.7817 0.3 -0.2 0.5
H -0.6363 -0.4724 -1.8060 0.3 0.8 -0.3
H 0.9571 -1.2365 -0.2590 -0.7 2.3 1.1

=====

(2)
23
Properties=species:S:1:pos:R:3:forces:R:3 method="wB97M-V/def2-TZVPD" homo_ev=-9.90 e_above_lowest_kj_mol=14.0 e_lumo_ev=0.47
C -0.7429 -2.5632 -1.3203 3.2 -0.3 2.1
C -2.4212 1.5471 0.8257 2.0 -0.5 -0.5
C 3.1994 -0.3629 0.4637 -3.4 -1.4 -0.1
N -3.0799 -0.0408 -1.2975 -0.1 -0.4 -1.0
N 1.1643 -0.6239 -1.2210 0.3 -0.1 -0.3
O 0.5543 -1.9870 0.9115 2.1 -1.3 2.2
O -0.8866 1.4608 -1.3751 -1.3 -0.2 -0.7
O -0.9155 -0.4023 0.2400 -0.2 0.5 0.0
O 2.7582 1.3074 -1.5424 0.6 0.0 -0.9
O 1.1119 1.3643 0.2381 0.8 -0.2 0.3
S 0.2053 -1.3548 -0.2852 -2.6 -1.3 -1.5
S -1.9897 0.6087 -0.6686 -1.8 0.7 1.0
S 2.0547 0.5772 -0.5609 -0.5 -0.4 1.0
H -0.4523 -2.1166 -2.2253 -0.2 -0.6 -2.0
H -0.4753 -3.6315 -0.9908 0.0 1.8 -1.0
H -1.7044 -2.3459 -1.0293 -2.4 0.4 0.2
H -2.3262 0.7760 1.6083 0.0 0.9 0.0
H -1.7850 2.4458 0.8558 0.1 -0.7 0.6
H -3.4035 1.8826 0.6991 -1.6 0.1 -0.3
H 2.8543 -0.3105 1.4785 -0.2 0.0 0.5
H 3.1608 -1.4166 0.1333 0.2 0.7 0.1
H 4.1056 0.0576 0.3740 3.3 1.4 -0.4
H -0.1482 1.3768 -0.7510 1.5 0.9 0.6

=====

(3)
19
Properties=species:S:1:pos:R:3:forces:R:3 method="wB97M-V/def2-TZVPD" total_charge=+1 homo_ev="-13.68 / -13.79" e_above_lowest_kj_mol=557.5 e_lumo_ev="-5.75 / -4.70"
C 0.0000 0.1871 -1.3521 0.9 1.1 -0.6
C -1.1845 0.3515 -0.3976 -0.9 -1.1 -1.2
C -1.0835 1.0146 1.8485 -0.6 3.6 -2.2
C 1.4609 -1.8350 0.4763 4.5 -2.6 1.8
N 1.2014 0.0758 -0.9216 1.3 -1.0 1.1
N -0.9398 0.0341 0.9101 1.8 -2.4 0.5
N -0.1492 0.5256 -2.6403 -2.6 0.6 1.0
N 1.5661 -0.4528 0.2354 -1.6 1.1 0.2
H -1.4505 1.3924 -0.4553 -0.6 0.7 -0.8
H -1.9968 -0.3692 -0.7109 0.5 1.0 -0.3
H -1.5304 1.9895 1.4174 0.2 -1.3 1.0
H -1.5135 0.6180 2.6754 -2.4 -1.0 2.5
H -0.2147 1.3311 2.3581 2.1 0.4 0.1
H 2.5188 -2.3394 0.1242 -2.5 1.0 0.9
H 1.2451 -2.2466 1.5196 0.6 1.6 -1.0
H 0.7292 -2.2585 -0.0798 -2.2 -1.1 -2.2
H -0.9648 1.1438 -2.7550 0.6 -0.7 -0.7
H 0.6175 0.6540 -3.2616 0.6 0.0 -0.2
H 1.6888 0.1842 1.0092 0.6 0.2 0.0

=====

(4)
8
Properties=species:S:1:pos:R:3:forces:R:3 method="wB97M-V/def2-TZVPD" homo_ev="-7.83 / -7.83" e_above_lowest_kj_mol=351.5 e_lumo_ev="-0.27 / -0.17"
C 0.4518 -1.1681 0.2364 0.3 0.0 0.0
C 0.7269 0.9698 -0.2255 0.5 -0.8 0.5
F 1.2212 2.1936 -0.3011 -0.2 0.4 -0.3
S 1.2559 -0.4503 -1.1135 -1.0 1.3 1.4
S 0.2181 0.2013 1.2541 0.7 0.0 -1.7
H -2.5815 0.4777 -0.0798 1.6 -1.8 -0.9
H 0.7473 -2.1251 0.5750 -0.3 -0.9 0.3
H -2.0396 -0.0989 -0.3454 -1.7 1.7 0.8

=====

(5)
9
Properties=species:S:1:pos:R:3:forces:R:3 method="wB97M-V/def2-TZVPD" smiles="C=N.C=O" homo_ev=-9.88 e_above_lowest_kj_mol=298.2 e_lumo_ev=0.86
C 0.4112 1.8326 0.8759 -0.9 -1.8 -1.7
N -0.1018 1.4902 -0.2796 5.2 -0.3 2.8
H 1.4679 1.4663 1.1372 -1.5 0.9 -0.6
H -0.1940 2.2752 1.6959 0.5 0.0 -0.5
H -1.0187 1.6941 -0.4393 -3.2 1.2 0.0
O -0.1553 -2.8908 -1.7538 -1.1 0.8 0.1
C -0.2389 -2.1901 -0.7827 4.3 -1.9 1.7
H -0.7303 -1.2848 -0.5431 -1.6 1.1 -0.7
H 0.5599 -2.3925 0.0896 -1.5 0.1 -1.1

=====

(6)
15
Properties=species:S:1:pos:R:3:forces:R:3 method="wB97M-V/def2-TZVPD" homo_ev="-8.03 / -8.00" e_above_lowest_kj_mol=426.9 e_lumo_ev="-0.09 / 0.41"
C -0.3459 0.4945 0.3803 0.7 -1.2 1.2
C 0.3980 -0.8845 0.5606 -1.6 2.1 -1.5
C 0.3898 1.6168 -0.3418 0.9 -4.0 0.0
C 1.3276 -1.3999 -0.4667 1.0 2.8 1.3
N -1.4732 0.1190 -0.5128 1.4 0.2 0.8
S -2.9275 -0.2853 0.0043 -0.5 0.4 1.3
H -0.4419 0.7945 1.4407 -1.5 0.0 -0.3
H -0.2094 -1.5485 1.1240 -0.3 -0.7 0.6
H 0.4464 0.9902 -1.2551 0.9 1.7 -0.5
H 1.3385 1.7939 0.1760 -0.1 0.3 -0.5
H -0.2605 2.4195 -0.4067 -0.9 1.7 -0.4
H 1.7539 -2.2674 -0.0286 0.9 -0.8 -0.1
H 2.0590 -0.5051 -0.5388 -0.5 -1.9 -0.4
H 0.9034 -1.6003 -1.4268 -0.4 -0.2 -0.7
H -2.9581 0.2627 1.2914 -0.1 -0.4 -0.7